Record 1
8
Properties=species:S:1:pos:R:3:nbo_charge:R:1 method="wB97M-V/def2-TZVPD" e_above_lowest_kcal_mol=55.40 energy_ev=-12953.9780 spin_multiplicity=1 homo_ev=-9.242 gap_ev=9.3393
C 0.38 0.26 -0.42 -0.55
C -1.35 -0.78 0.47 0.08
F -1.33 -2.00 0.01 -0.35
I -3.22 0.19 -0.06 0.05
H -0.24 1.05 -0.57 0.20
H 1.30 0.25 0.12 0.20
H 0.55 -0.30 -1.40 0.20
H -1.30 -0.72 1.58 0.17



Record 2
96
Properties=species:S:1:pos:R:3:mulliken_charge:R:1 method="wB97M-V/def2-TZVPD" energy_ev=-63874.2776 spin_multiplicity=1 charge=-1 homo_ev=-5.208 gap_ev=6.9607
C -2.35 -3.78 2.74 -1.03
C -1.32 -3.16 1.84 0.86
O -0.14 -3.16 2.06 -0.59
O -1.87 -2.59 0.75 -0.42
C -1.36 -1.30 0.37 0.05
C -1.96 -0.15 1.20 -0.61
C -3.19 -0.50 2.02 -0.20
C -4.03 0.71 2.41 -0.46
C -5.09 0.28 3.44 -1.54
N -6.50 0.31 2.96 -0.09
C -6.76 -0.67 1.96 0.55
O -6.14 -0.68 0.91 -0.61
O -7.71 -1.48 2.34 -0.42
C -8.40 -2.35 1.27 0.63
O -8.09 -3.52 1.38 -0.65
O -9.02 -1.66 0.50 -0.63
H -2.40 -3.20 3.66 0.19
H -2.06 -4.80 2.99 0.39
H -3.33 -3.78 2.29 0.36
H -1.64 -1.18 -0.68 0.40
H -0.27 -1.29 0.42 -0.01
H -1.17 0.22 1.86 -0.11
H -2.17 0.66 0.50 0.54
H -2.84 -0.95 2.96 -0.05
H -3.79 -1.25 1.52 0.46
H -3.39 1.48 2.84 0.46
H -4.54 1.11 1.54 0.41
H -5.02 0.89 4.34 0.48
H -4.86 -0.74 3.75 0.54
H -7.08 0.07 3.76 0.30
N 1.97 -0.70 0.53 -0.24
C 2.96 -1.29 -0.13 -0.47
C 4.23 -0.75 -0.26 -0.68
C 4.48 0.47 0.35 -0.17
C 3.46 1.09 1.05 -1.14
C 2.22 0.46 1.11 0.13
H 2.72 -2.25 -0.59 0.53
H 4.99 -1.27 -0.82 0.43
H 5.46 0.94 0.28 0.41
H 3.62 2.04 1.54 0.56
H 1.40 0.92 1.65 0.45
N -1.32 -0.13 5.58 -0.47
C -0.33 -0.71 4.89 0.01
C 0.94 -0.17 4.78 -0.52
C 1.20 1.04 5.41 -0.25
C 0.18 1.66 6.12 -0.38
C -1.05 1.03 6.17 -0.25
H -0.58 -1.65 4.41 0.28
H 1.71 -0.68 4.22 0.44
H 2.19 1.49 5.35 0.38
H 0.34 2.60 6.62 0.38
H -1.87 1.48 6.72 0.36
N 5.45 3.84 -0.19 -0.26
C 6.33 4.83 -0.03 -0.19
C 6.11 6.13 -0.45 -0.48
C 4.91 6.42 -1.08 -0.15
C 3.99 5.41 -1.26 -0.68
C 4.31 4.14 -0.80 -0.05
H 7.26 4.56 0.47 0.35
H 6.86 6.89 -0.29 0.36
H 4.70 7.43 -1.42 0.37
H 3.04 5.59 -1.74 0.36
H 3.61 3.31 -0.92 0.37
N 4.90 -1.54 -3.66 -0.33
C 3.63 -1.85 -3.88 -0.16
C 3.01 -1.73 -5.12 -0.50
C 3.76 -1.25 -6.18 -0.19
C 5.09 -0.92 -5.96 -0.39
C 5.61 -1.09 -4.69 -0.37
H 3.07 -2.22 -3.03 0.41
H 1.97 -2.00 -5.24 0.37
H 3.31 -1.13 -7.16 0.39
H 5.71 -0.54 -6.76 0.39
H 6.65 -0.84 -4.49 0.39
N 2.61 -5.68 -6.30 -0.55
C 2.79 -6.41 -7.40 -0.23
C 4.00 -6.50 -8.07 -0.31
C 5.09 -5.79 -7.57 -0.35
C 4.92 -5.03 -6.43 -0.29
C 3.66 -5.01 -5.83 -0.40
H 1.92 -6.94 -7.76 0.36
H 4.09 -7.11 -8.96 0.35
H 6.05 -5.84 -8.06 0.37
H 5.73 -4.46 -6.00 0.40
H 3.49 -4.43 -4.93 0.65
N -5.57 5.01 2.90 -0.60
C -5.91 3.75 2.62 -0.16
C -6.44 3.34 1.41 0.06
C -6.65 4.30 0.43 -0.63
C -6.31 5.62 0.70 -0.26
C -5.78 5.92 1.95 -0.30
H -5.74 3.03 3.41 0.45
H -6.69 2.30 1.25 0.33
H -7.06 4.02 -0.53 0.41
H -6.45 6.40 -0.03 0.35
H -5.50 6.94 2.19 0.34



Record 3
44
Properties=species:S:1:pos:R:3:nbo_charge:R:1 method="wB97M-V/def2-TZVPD" e_above_lowest_kcal_mol=0.00 s2=2.015 energy_ev=-40227.3833 spin_multiplicity=3 charge=-1 homo_ev="-2.560 / -3.336" gap_ev="5.6453 / 6.3066"
Pd -0.88 -1.26 -1.01 0.31
N -2.02 0.52 -2.14 -0.68
N -3.03 -0.09 -2.95 -0.50
C -2.65 -1.39 -3.38 0.06
N -2.85 -1.64 -4.76 -0.87
S -2.31 -2.63 -2.22 -0.30
H -2.42 1.29 -1.61 0.37
H -1.23 0.85 -2.70 0.36
H -3.24 0.48 -3.76 0.34
H -3.83 -1.76 -5.00 0.34
H -2.39 -2.51 -5.00 0.38
F 1.27 -3.12 -1.49 -0.54
B 0.31 -2.77 -0.62 1.07
F 0.26 -3.55 0.47 -0.54
C 3.35 -0.44 -0.53 -0.60
C 2.96 1.00 -0.22 -0.22
C 2.35 1.67 -1.46 -0.60
C 2.09 1.11 1.02 -0.07
C 2.64 1.72 2.14 -0.19
C 1.95 1.85 3.33 -0.31
C 0.66 1.33 3.38 -0.19
C 0.06 0.69 2.31 -0.08
C -1.34 0.15 2.52 -0.22
C -1.42 -1.37 2.54 -0.60
C -2.38 0.76 1.58 -0.60
C 0.76 0.58 1.07 0.10
N 0.20 0.11 -0.07 -0.59
H 3.99 -0.50 -1.41 0.19
H 2.47 -1.05 -0.72 0.22
H 3.89 -0.88 0.32 0.20
H 3.88 1.55 0.01 0.18
H 1.49 1.11 -1.83 0.23
H 3.10 1.71 -2.26 0.19
H 2.03 2.69 -1.24 0.20
H 3.66 2.10 2.06 0.19
H 2.39 2.34 4.19 0.19
H 0.09 1.42 4.30 0.19
H -1.62 0.48 3.53 0.18
H -1.22 -1.80 1.55 0.23
H -2.41 -1.71 2.85 0.19
H -0.68 -1.79 3.23 0.20
H -2.29 0.34 0.57 0.21
H -2.26 1.84 1.51 0.20
H -3.39 0.54 1.93 0.19



Record 4
9
Properties=species:S:1:pos:R:3:nbo_charge:R:1 method="wB97M-V/def2-TZVPD" e_above_lowest_kcal_mol=72.06 energy_ev=-25853.3706 spin_multiplicity=1 homo_ev=-8.544 gap_ev=8.7810
C -0.01 1.33 0.34 -0.21
C -0.96 0.59 -0.47 -0.74
O 4.02 -0.32 0.32 -0.85
S 1.53 0.86 0.69 0.29
S 2.62 -0.79 -0.33 0.30
H -1.56 1.31 -1.05 0.24
H -1.54 0.34 0.38 0.27
H -0.77 -0.25 -1.13 0.21
H 4.20 -0.80 1.14 0.49



Record 5
4
Properties=species:S:1:pos:R:3:nbo_charge:R:1 method="wB97M-V/def2-TZVPD" e_above_lowest_kcal_mol=15.47 energy_ev=-25763.2760 spin_multiplicity=1 homo_ev="-9.699 / -9.702" gap_ev="8.0910 / 8.0943"
O 1.27 0.72 0.00 -0.79
O -1.27 0.72 0.00 -0.79
S 1.02 -0.72 0.00 0.79
S -1.02 -0.72 0.00 0.79



Record 6
15
Properties=species:S:1:pos:R:3:nbo_charge:R:1 method="wB97M-V/def2-TZVPD" e_above_lowest_kcal_mol=13.12 smiles="CC1(C)[P@@]2(=O)OS12(=O)[O-]" energy_ev=-31524.3380 spin_multiplicity=1 charge=-1 homo_ev=-3.956 gap_ev=7.6484
C 0.05 0.03 1.38 -0.67
C 0.02 0.08 -1.11 -0.63
C -0.68 0.55 0.13 -0.65
O -2.73 1.67 0.76 -0.96
O -0.64 3.14 1.46 -1.14
O -2.79 -0.78 1.16 -0.97
O -2.92 -0.01 -1.14 -0.97
P -1.20 2.49 0.24 1.30
S -2.41 0.23 0.19 2.36
H -0.83 -0.52 1.81 0.25
H 0.84 -0.64 1.12 0.20
H 0.20 0.79 2.19 0.24
H -0.71 0.15 -1.91 0.24
H 0.20 -1.00 -1.08 0.20
H 0.93 0.71 -1.21 0.21



Record 7
22
Properties=species:S:1:pos:R:3:nbo_charge:R:1 method="wB97M-V/def2-TZVPD" e_above_lowest_kcal_mol=26.70 s2=0.753 energy_ev=-12364.2172 spin_multiplicity=2 homo_ev="-2.554 / -9.317" gap_ev="3.3078 / 9.9223"
C 2.59 0.22 -0.64 -0.76
C 1.55 0.22 -1.72 0.69
O 0.35 0.07 -1.58 -0.64
N 2.15 0.16 -2.97 -0.84
H 3.64 0.22 -0.93 0.22
H 2.61 -0.81 -0.20 0.25
H 1.51 0.28 -3.74 0.40
H 3.13 0.01 -3.08 0.40
H 2.29 0.85 0.22 0.25
C -0.66 1.41 0.62 -0.46
C -1.90 -0.60 1.30 0.29
N -1.55 0.30 0.42 -0.62
N -1.99 -0.34 2.63 -0.87
N -2.39 -1.79 0.84 -0.87
H -1.53 -0.02 -0.56 0.41
H -0.89 2.15 1.39 0.21
H -0.78 2.05 -0.27 0.21
H -1.30 0.26 3.05 0.41
H -2.30 -1.14 3.20 0.37
H -2.30 -2.07 -0.13 0.40
H -2.60 -2.50 1.53 0.39
H 0.37 1.06 0.63 0.17



Record 8
84
Properties=species:S:1:pos:R:3:mulliken_charge:R:1 method="wB97M-V/def2-TZVPD" energy_ev=-67706.1098 spin_multiplicity=1 charge=+3 homo_ev=-15.427 gap_ev=1.5312
C 4.95 -3.55 2.37 -1.43
C 4.57 -3.02 0.99 -0.11
C 5.56 -1.96 0.48 -0.91
C 5.14 -0.54 0.88 -0.57
C 4.06 -0.05 -0.09 -0.77
C 3.38 1.25 0.40 -1.34
C 2.10 1.61 -0.29 0.17
C 2.12 2.05 -1.63 0.40
C 3.36 2.14 -2.48 -1.19
C 3.35 1.10 -3.65 -0.94
S 2.35 -0.34 -3.25 0.29
C 2.25 -1.22 -4.67 0.34
N 1.66 -2.40 -4.68 -0.05
N 1.72 -2.84 -5.94 -0.40
C 2.33 -1.90 -6.64 0.09
O 2.70 -0.86 -5.90 -0.24
C 0.93 2.40 -2.24 -0.35
C -0.26 2.33 -1.51 1.13
C -1.51 2.71 -2.21 -0.09
O -1.97 1.86 -3.00 -0.43
O -2.06 3.80 -2.02 -0.47
C -0.26 1.90 -0.18 0.12
C -1.58 1.87 0.53 -1.56
C -2.32 0.52 0.32 -0.26
C -3.85 0.79 0.15 -1.72
C -4.76 -0.38 0.67 -0.43
C -6.14 0.15 1.09 -1.11
C -7.16 0.00 -0.06 -0.89
C -7.87 -1.35 -0.01 -0.51
O -7.90 -1.88 -1.32 -0.30
C -9.09 -2.59 -1.64 -0.70
N 0.91 1.52 0.40 -0.45
P 0.77 0.92 2.13 -0.46
C 1.79 -0.59 2.37 0.54
C 2.77 -0.51 3.55 -1.42
C 1.28 2.28 3.26 -0.70
C 0.42 2.17 4.55 -1.04
H 4.16 -4.17 2.79 0.36
H 5.85 -4.14 2.35 0.40
H 5.07 -2.71 3.06 0.34
H 4.61 -3.86 0.30 0.38
H 3.54 -2.66 1.00 0.07
H 6.55 -2.19 0.85 0.49
H 5.58 -2.03 -0.61 0.34
H 4.79 -0.50 1.90 0.28
H 5.99 0.12 0.73 0.43
H 4.56 0.11 -1.05 0.48
H 3.30 -0.81 -0.26 0.59
H 4.06 2.07 0.19 0.87
H 3.25 1.25 1.48 0.23
H 3.38 3.10 -2.98 0.55
H 4.27 2.01 -1.92 0.29
H 4.36 0.77 -3.87 0.72
H 2.97 1.57 -4.56 0.67
H 2.47 -2.03 -7.70 0.46
H 0.89 2.72 -3.27 0.65
H -2.21 2.65 0.12 0.82
H -1.48 2.12 1.58 0.66
H -1.97 0.14 -0.64 0.74
H -2.10 -0.20 1.11 0.42
H -4.12 1.72 0.65 0.63
H -4.01 0.92 -0.92 0.48
H -4.85 -1.07 -0.16 0.48
H -4.25 -0.89 1.51 0.39
H -6.47 -0.41 1.96 0.52
H -6.09 1.19 1.40 0.57
H -6.60 0.07 -0.99 0.39
H -7.88 0.81 -0.02 0.41
H -8.88 -1.24 0.38 0.46
H -7.33 -2.05 0.63 0.29
H -8.84 -3.29 -2.43 0.25
H -9.85 -1.91 -2.03 0.30
H -9.46 -3.12 -0.77 0.37
H 1.08 -1.38 2.61 0.71
H 2.29 -0.92 1.47 -0.46
H 2.23 -0.65 4.48 0.41
H 3.34 0.41 3.57 0.36
H 3.49 -1.33 3.49 0.15
H 2.33 2.25 3.52 0.50
H 1.08 3.25 2.82 0.61
H 0.99 1.78 5.38 0.36
H -0.39 1.46 4.38 0.13
H -0.06 3.11 4.78 0.34
In -3.40 0.58 2.98 0.89



Record 9
13
Properties=species:S:1:pos:R:3:nbo_charge:R:1 method="wB97M-V/def2-TZVPD" e_above_lowest_kcal_mol=212.70 energy_ev=-9247.5488 spin_multiplicity=1 charge=+1 homo_ev="-13.672 / -12.734" gap_ev="7.0268 / 5.1577"
C -2.52 -1.84 0.61 -0.53
C 2.23 1.60 -0.63 -0.32
N 0.91 1.35 1.38 0.09
N -1.27 -1.17 0.84 0.21
O -1.05 -0.09 0.41 -0.23
O 1.16 1.82 0.26 -0.10
H -2.99 -1.44 -0.37 0.24
H -3.11 -1.30 1.43 0.28
H -2.28 -2.93 0.67 0.27
H 1.88 1.81 -1.64 0.26
H 2.81 0.71 -0.52 0.23
H 3.00 2.50 -0.43 0.26
H 1.59 0.86 1.93 0.34



Record 10
16
Properties=species:S:1:pos:R:3:nbo_charge:R:1 method="wB97M-V/def2-TZVPD" e_above_lowest_kcal_mol=179.09 smiles=c1ccccc1.C#C energy_ev=-8417.2544 spin_multiplicity=1 homo_ev=-9.029 gap_ev=9.5250
C -2.45 -0.51 -0.22 -0.28
C -3.11 0.41 0.17 -0.27
C -0.21 -1.06 -0.16 -0.32
C 1.19 -1.29 0.13 -0.16
C 2.23 -0.35 0.05 -0.25
C 1.92 1.01 -0.08 -0.18
C 0.50 1.27 -0.18 -0.21
C -0.46 0.38 -0.14 -0.23
H -1.77 -1.07 -0.98 0.30
H -3.48 1.22 1.00 0.27
H -0.93 -1.87 0.01 0.24
H 1.56 -2.34 0.40 0.21
H 3.28 -0.83 0.13 0.22
H 2.63 1.86 -0.02 0.22
H 0.55 2.53 0.03 0.21
H -1.46 0.65 -0.15 0.24



Record 11
116
Properties=species:S:1:pos:R:3:mulliken_charge:R:1 method="wB97M-V/def2-TZVPD" e_above_lowest_kcal_mol=4.46 s2=8.819 energy_ev=-91647.4612 spin_multiplicity=6 charge=+1 homo_ev="-8.098 / -9.536" gap_ev="5.6508 / 3.6681"
Ir 0.27 0.79 0.53 3.52
C -3.15 -0.15 1.20 -1.47
C -3.42 1.31 1.40 -2.00
P -2.41 2.46 -0.09 1.24
C -3.75 3.66 -0.32 0.91
C -4.59 4.04 0.73 -0.65
C -5.67 4.87 0.50 -0.76
C -5.93 5.36 -0.77 -0.55
C -5.08 5.03 -1.81 -0.92
C -4.00 4.19 -1.59 -0.26
C -1.21 3.29 -1.28 -0.51
C -0.97 4.66 -1.18 -0.39
C 0.03 5.24 -1.94 -0.93
C 0.79 4.47 -2.80 -0.77
C 0.55 3.11 -2.91 -0.75
C -0.43 2.52 -2.14 -0.40
P -1.78 -0.54 0.00 0.93
C -2.50 -0.27 -1.65 1.12
C -1.83 -0.66 -2.80 -0.19
C -2.36 -0.41 -4.06 -0.95
C -3.55 0.28 -4.18 -0.87
C -4.22 0.69 -3.04 -0.78
C -3.72 0.41 -1.79 -0.64
C -1.84 -2.40 0.06 1.13
C -1.15 -3.16 -0.88 0.14
C -1.23 -4.54 -0.90 -1.02
C -2.02 -5.20 0.02 -0.84
C -2.69 -4.46 0.98 -1.06
C -2.59 -3.08 1.02 -0.75
H -4.03 -0.70 0.86 0.73
H -2.81 -0.60 2.14 0.80
H -3.01 1.69 2.33 0.53
H -4.48 1.55 1.32 0.63
H -4.39 3.70 1.74 0.39
H -6.31 5.15 1.33 0.43
H -6.79 5.99 -0.94 0.41
H -5.26 5.43 -2.80 0.45
H -3.35 3.93 -2.41 0.51
H -1.59 5.25 -0.52 0.82
H 0.21 6.30 -1.86 0.46
H 1.58 4.93 -3.38 0.42
H 1.13 2.50 -3.60 0.49
H -0.64 1.47 -2.23 0.34
H -0.87 -1.15 -2.74 0.15
H -1.83 -0.75 -4.93 0.45
H -3.95 0.51 -5.16 0.43
H -5.15 1.24 -3.13 0.50
H -4.28 0.71 -0.92 0.40
H -0.51 -2.68 -1.61 0.09
H -0.68 -5.10 -1.64 0.51
H -2.09 -6.27 0.00 0.45
H -3.30 -4.97 1.71 0.47
H -3.12 -2.56 1.80 0.41
C 4.16 -0.68 0.46 -1.49
C 3.82 0.77 0.28 0.89
C 4.78 1.67 -0.17 -0.80
C 4.42 3.00 -0.37 -0.82
C 3.14 3.42 -0.05 -0.89
C 2.24 2.47 0.46 0.64
N 2.60 1.18 0.57 -0.17
N 0.98 2.71 0.91 0.01
Si 0.75 4.05 2.03 0.33
C 2.09 3.80 3.38 -1.30
C 0.91 5.82 1.32 -1.42
C -0.98 3.97 2.81 -0.57
H 5.11 -0.77 0.98 0.68
H 4.26 -1.14 -0.53 0.18
H 3.38 -1.19 1.02 0.04
H 5.78 1.33 -0.38 0.48
H 5.14 3.70 -0.76 0.49
H 2.83 4.43 -0.23 0.36
H 3.07 4.07 3.02 0.32
H 2.13 2.77 3.71 0.31
H 1.88 4.41 4.25 0.44
H 1.64 5.93 0.52 0.31
H 1.22 6.48 2.12 0.49
H -0.04 6.16 0.94 0.36
H -1.03 3.25 3.62 0.38
H -1.74 3.71 2.07 0.00
H -1.23 4.95 3.22 0.50
C 1.94 -6.29 4.16 -1.46
C 2.61 -5.96 2.86 0.87
C 3.83 -6.54 2.53 -0.84
C 4.49 -6.19 1.36 -1.18
C 3.93 -5.26 0.50 -0.78
C 2.68 -4.70 0.79 0.73
N 2.13 -3.75 -0.04 1.43
C 2.29 -3.52 -1.37 0.53
C 2.70 -4.51 -2.27 -0.32
C 2.81 -4.25 -3.62 -0.94
C 2.51 -2.98 -4.12 -0.83
C 2.06 -2.00 -3.26 -0.48
C 1.94 -2.24 -1.89 -0.45
C 1.36 -1.18 -1.04 1.02
O 1.01 -0.09 -1.55 -0.84
O 1.14 -1.40 0.19 -2.13
C 2.01 -5.05 1.99 1.09
C 0.68 -4.47 2.33 -0.28
H 2.50 -7.06 4.70 0.42
H 0.92 -6.65 4.01 0.31
H 1.90 -5.41 4.80 0.34
H 4.27 -7.26 3.20 0.41
H 5.46 -6.61 1.14 0.44
H 4.47 -4.92 -0.37 0.66
H 1.64 -2.97 0.42 -0.71
H 2.89 -5.51 -1.90 0.70
H 3.11 -5.04 -4.29 0.44
H 2.61 -2.78 -5.18 0.50
H 1.77 -1.03 -3.62 0.59
H 0.31 -3.78 1.58 -1.12
H 0.72 -3.96 3.29 0.49
H -0.06 -5.27 2.43 0.46
C 0.01 0.40 2.57 -1.59
H 0.44 1.18 3.20 0.20
H 0.55 -0.53 2.76 0.31
H -1.03 0.27 2.86 0.43



Respective strongest force on any atom values: 0.098; 0.028; 0.012; 0.063; 0.021; 0.067; 0.055; 0.039; 0.092; 0.182; 0.021 hartree/bohr.